Here is a cluster of 2 separate species, C3H10OP in total at a distorted geometry from OMol25. Energies are from ωB97M-V/def2-TZVPD.

relative energy (zero: lowest compared OMol25 entry of this formula, charge and spin)	288.3	kJ/mol
LUMO (spin up / spin down)	-6.76 / -4.82	eV
orbital gap (spin up / spin down)	6.70 / 9.32	eV
charge	+1

Last column: natural (NBO) charge in e.
Cartesian coordinates (Å):
P -0.350 -0.250 0.270  1.5402
O -1.252 -1.526 0.612  -0.9687
C 2.711 -0.933 -0.497  -0.3617
C -0.954 0.163 -1.395  -0.9881
C -0.811 1.080 1.317  -1.0296
H -0.901 0.622 2.349  0.2942
H -1.846 0.759 -1.117  0.2584
H -0.098 1.879 1.378  0.2967
H -1.255 -0.795 -1.985  0.2860
H 2.961 -0.819 0.546  0.1994
H -0.167 0.731 -1.898  0.2636
H 2.582 -0.122 -1.208  0.1982
H -0.962 -2.423 0.404  0.5454
H -1.813 1.270 1.052  0.2707
H 2.478 -1.975 -0.788  0.1955